{"formula": "C8H11NO2S", "method": "the ωB97M-V functional and the def2-TZVPD basis", "relative_energy_kcal_mol": 90.7, "homo_ev": -8.6, "orbital_gap_ev": 9.21, "total_energy_ha": -914.72725, "elements": ["C", "C", "C", "C", "C", "C", "C", "C", "N", "O", "O", "S", "H", "H", "H", "H", "H", "H", "H", "H", "H", "H", "H"], "positions_angstrom": [[-2.54215, -0.48372, -2.59500], [-3.39794, 0.46659, -2.01834], [-0.99117, 0.27077, -1.17810], [0.11462, -1.20054, 1.05196], [-0.05727, -0.08839, 2.12883], [1.23592, 0.99607, 0.49602], [0.70682, -0.39173, -0.05454], [2.70815, 1.07246, 0.87831], [-1.31645, -0.63259, -1.98645], [0.32222, 1.17240, 1.52991], [1.55412, -0.97585, -0.99770], [-2.44381, 1.28234, -0.81859], [-2.69975, -1.24929, -3.37733], [-4.38898, 0.80165, -2.05650], [0.90579, -2.03411, 1.37603], [-0.70773, -1.94679, 0.79802], [-1.10422, 0.01600, 2.51988], [0.56573, -0.23395, 3.03956], [0.94672, 1.77925, -0.21725], [3.31234, 1.07046, -0.09489], [3.00465, 0.22840, 1.50745], [2.98194, 2.01840, 1.34123], [1.29044, -1.93785, -1.27250]], "forces_ev_per_a": [[-1.49, -0.40, 0.37], [3.79, -1.21, 0.18], [0.76, -0.22, 3.29], [1.38, -2.31, 0.92], [-0.73, 0.17, 0.96], [-0.88, -0.95, -0.94], [-0.39, 1.31, -3.46], [0.65, -0.30, -1.68], [0.14, -0.72, -2.12], [-0.82, -0.37, 1.49], [-1.48, -1.67, 0.40], [0.99, -0.04, 0.21], [-0.59, 0.86, 0.46], [-1.21, 0.00, -0.82], [-1.01, 2.05, -0.42], [0.36, 1.82, 0.13], [0.85, -0.02, -0.67], [-0.17, -0.27, -0.68], [0.60, -0.29, -0.06], [-0.75, -0.37, 1.31], [0.11, 0.16, -0.08], [-0.37, -0.01, 0.28], [0.24, 2.76, 0.94]], "nbo_charge": [-0.0638, -0.4478, 0.0191, -0.5461, -0.0741, 0.0435, 0.4517, -0.6447, -0.5331, -0.5231, -0.6983, 0.3224, 0.2134, 0.2412, 0.2222, 0.2596, 0.2037, 0.1816, 0.2090, 0.2270, 0.2095, 0.2289, 0.4983]}